1.
C5H7ClO | ωB97M-V/def2-TZVPD

Structure (XYZ):
```
14
Properties=species:S:1:pos:R:3:lowdin_charge:R:1
O -0.37 1.34 1.55 -0.09
C -0.62 0.98 0.14 -0.36
C -1.17 -0.39 0.05 -0.12
C -0.31 -1.39 0.02 -0.04
C 1.03 -0.72 -0.30 -0.25
C 0.70 0.70 -0.58 -0.52
Cl 0.62 0.74 -2.51 0.50
H -0.67 0.40 2.07 0.20
H -1.15 1.80 -0.21 0.12
H -2.21 -0.50 0.21 0.10
H -0.56 -2.45 0.25 0.13
H 1.65 -0.68 0.60 0.12
H 1.58 -1.26 -1.07 0.10
H 1.46 1.41 -0.22 0.12
```

The SMILES is O[C@@H]1C=CC[C@H]1Cl. The calculation puts the energy above the lowest of the compared OMol25 structures with the same formula, charge and spin at 31.2 kcal per mole. As for the LUMO energy: 0.027 hartree. Its spin multiplicity is 1.

2.
C5H7ClO | ωB97M-V/def2-TZVPD

Structure (XYZ):
```
14
Properties=species:S:1:pos:R:3:lowdin_charge:R:1
O -3.35 -0.43 -0.06 0.00
C -2.05 -0.06 -0.48 -0.36
C -1.56 1.16 0.11 -0.05
C -1.00 -0.20 0.52 -0.22
C 0.39 -0.55 0.16 -0.18
C 1.34 0.31 -0.06 -0.55
Cl 3.06 -0.09 -0.07 0.57
H -3.41 -1.36 -0.21 0.08
H -1.81 -0.31 -1.52 0.16
H -1.01 1.86 -0.52 0.11
H -2.11 1.68 0.87 0.11
H -1.30 -0.55 1.50 0.15
H 0.60 -1.64 0.11 0.12
H 1.08 1.35 -0.14 0.07
```

The SMILES is O[C@H]1C[C@@H]1/C=C/Cl. The calculation puts the energy above the lowest of the compared OMol25 structures with the same formula, charge and spin at 33.7 kcal per mole. As for the LUMO energy: 0.032 hartree. Its spin multiplicity is 1.

3.
C5H7ClO2 | ωB97M-V/def2-TZVPD

Structure (XYZ):
```
15
Properties=species:S:1:pos:R:3:lowdin_charge:R:1
C 0.21 1.18 -0.86 -0.11
C -0.68 0.38 -0.05 -0.43
C -1.79 -0.49 -0.79 -0.02
C -0.61 0.43 1.27 -0.53
Cl 0.50 1.51 2.09 0.60
H -0.31 2.12 -0.99 0.10
H 0.31 0.73 -1.76 0.04
H 1.17 1.46 -0.45 0.06
H -1.22 -1.27 -1.54 0.14
H -2.49 0.03 -1.45 0.07
H -2.23 -1.00 -0.06 0.00
H -1.26 -0.23 1.93 0.10
O 3.43 -0.67 0.80 0.22
C 2.83 -1.63 0.92 -0.46
O 2.14 -2.54 0.94 0.22
```

The SMILES is CC(C)=CCl.O=C=O. The calculation puts the energy above the lowest of the compared OMol25 structures with the same formula, charge and spin at 8.5 kcal per mole. As for the LUMO energy: 0.021 hartree. Its spin multiplicity is 1.

4.
C5H7ClO2 | ωB97M-V/def2-TZVPD

Structure (XYZ):
```
15
Properties=species:S:1:pos:R:3:lowdin_charge:R:1
O 1.35 1.64 1.15 -0.03
C 0.51 0.83 0.40 -0.48
C -0.09 1.32 -0.91 -0.11
O -0.23 0.19 -1.79 -0.15
C 0.78 -0.80 -1.41 -0.15
C 1.08 -0.47 -0.01 -0.24
C 0.00 -0.47 0.99 -0.54
Cl -1.62 -1.14 0.77 0.63
H 0.84 2.66 1.27 0.23
H 0.67 2.06 -1.44 0.17
H -1.11 1.66 -0.84 0.12
H 0.41 -1.85 -1.47 0.14
H 1.70 -0.72 -2.04 0.13
H 2.04 -0.85 0.21 0.15
H 0.42 -0.64 2.01 0.13
```

The SMILES is O[C@@]12COC[C@@H]1[C@@H]2Cl. The calculation puts the energy above the lowest of the compared OMol25 structures with the same formula, charge and spin at 54.4 kcal per mole. As for the LUMO energy: 0.017 hartree. Its spin multiplicity is 1.

5.
C5H7ClS | ωB97M-V/def2-TZVPD

Structure (XYZ):
```
14
Properties=species:S:1:pos:R:3:lowdin_charge:R:1
Cl 2.40 -0.07 -0.84 0.66
C 1.06 0.03 0.25 -0.73
C 0.09 -1.21 0.25 -0.23
C -0.95 -0.71 -0.64 -0.61
S -2.62 0.01 -0.72 0.88
C -1.03 0.55 0.03 -0.64
C 0.25 1.27 -0.09 -0.21
H 1.59 0.16 1.24 0.11
H 0.40 -2.34 0.04 0.15
H -0.26 -1.40 1.32 0.13
H -0.50 -0.46 -1.62 0.11
H -1.32 0.36 1.12 0.12
H 0.58 1.67 -1.04 0.09
H 0.30 2.14 0.72 0.16
```

The SMILES is ClC1C[C@H]2S[C@@H]2C1. The calculation puts the energy above the lowest of the compared OMol25 structures with the same formula, charge and spin at 72.8 kcal per mole. As for the LUMO energy: 0.029 hartree. Its spin multiplicity is 1.

6.
C5H7CrO4 | ωB97M-V/def2-TZVPD

Structure (XYZ):
```
17
Properties=species:S:1:pos:R:3:lowdin_spin:R:1
O -0.38 0.71 1.66 0.03
Cr 0.77 1.60 0.40 3.88
C -1.62 0.53 1.82 0.04
C -2.37 -0.16 0.74 0.01
H -1.96 0.36 2.85 0.00
H -2.68 0.91 0.35 0.00
H -1.81 -1.09 0.53 0.00
H -3.32 -0.54 1.13 0.00
C -0.50 -0.28 -1.91 0.05
C 0.48 0.25 -1.14 -0.07
O 1.69 -0.56 -1.16 -0.01
C 2.70 -0.08 -0.49 0.01
O 2.63 0.88 0.29 0.04
O 3.76 -0.84 -0.61 0.00
H -1.27 0.40 -2.27 0.00
H -0.38 -1.26 -2.41 0.00
H 4.28 -0.83 0.21 0.00
```

Its total charge is +1. The calculation puts the energy above the lowest of the compared OMol25 structures with the same formula, charge and spin at 0.0 kcal per mole. As for the LUMO energy (spin up / spin down): -0.174 / -0.174 hartree. Its spin multiplicity is 5.

> The highest spin multiplicity belongs to which entry?

C5H7CrO4

What did the fifth record say?
C5H7ClS | ωB97M-V/def2-TZVPD

Structure (XYZ):
```
14
Properties=species:S:1:pos:R:3:lowdin_charge:R:1
Cl 2.40 -0.07 -0.84 0.66
C 1.06 0.03 0.25 -0.73
C 0.09 -1.21 0.25 -0.23
C -0.95 -0.71 -0.64 -0.61
S -2.62 0.01 -0.72 0.88
C -1.03 0.55 0.03 -0.64
C 0.25 1.27 -0.09 -0.21
H 1.59 0.16 1.24 0.11
H 0.40 -2.34 0.04 0.15
H -0.26 -1.40 1.32 0.13
H -0.50 -0.46 -1.62 0.11
H -1.32 0.36 1.12 0.12
H 0.58 1.67 -1.04 0.09
H 0.30 2.14 0.72 0.16
```

The SMILES is ClC1C[C@H]2S[C@@H]2C1. The calculation puts the energy above the lowest of the compared OMol25 structures with the same formula, charge and spin at 72.8 kcal per mole. As for the LUMO energy: 0.029 hartree. Its spin multiplicity is 1.